# 1
ORCA calculation (ωB97M-V/def2-TZVPD) on an isolated molecule of C12H26N2O3.

XYZ file:
```
43
Properties=species:S:1:pos:R:3
O 0.69 -2.33 0.42
O -3.77 0.40 -0.87
O -2.76 -2.16 -0.56
N -4.76 2.48 0.59
N -3.41 2.08 0.56
C -1.55 -1.63 -0.09
C -2.98 1.08 -0.24
C 2.96 -2.76 1.06
C -1.07 -0.41 -0.89
C 1.55 1.80 -0.16
C -1.47 0.93 -0.27
C 2.73 2.49 0.51
C 1.68 -3.33 0.46
C 3.60 -1.73 0.13
C -0.51 -2.76 -0.16
C 0.35 2.74 -0.30
C -0.84 2.12 -1.03
H 3.05 3.35 -0.07
H 2.90 -0.94 -0.09
H 4.48 -1.30 0.60
H -1.48 -0.49 -1.90
H -2.77 2.72 1.00
H -3.34 -1.41 -0.78
H 3.65 -3.58 1.25
H -0.91 -3.64 0.37
H 1.87 -3.71 -0.56
H -1.59 2.89 -1.19
H 0.04 3.08 0.70
H -0.52 1.78 -2.01
H 2.70 -2.28 2.01
H 0.02 -0.45 -0.96
H -1.12 0.95 0.77
H 3.57 1.81 0.60
H 1.32 -4.18 1.06
H -5.24 2.03 1.38
H 1.84 1.45 -1.15
H 3.91 -2.20 -0.80
H -1.64 -1.35 0.98
H -0.36 -3.05 -1.21
H 1.26 0.93 0.44
H 2.46 2.84 1.51
H 0.67 3.63 -0.85
H -5.19 2.12 -0.26
```

Values from the calculation:
- structure (SMILES) = CCCC[C@H](C[C@@H](O)COCCC)C(=O)NN
- energy relative to the best compared isomer or geometry (same formula, charge and spin) (kJ/mol) = 1.0
- F_max (Eh/bohr) = 0.0118
- E_HOMO (eV) = -9.56

These are the Löwdin partial charges, in e, on atoms 1 to 4: atom 1 (O): -0.15, atom 2 (O): 0.06, atom 3 (O): -0.03, atom 4 (N): 0.04

# 2
ORCA calculation (ωB97M-V/def2-TZVPD) on a structure of composition C24H31CsN6O2S2.

XYZ file:
```
66
Properties=species:S:1:pos:R:3
Cs -0.17 -1.51 0.14
S -3.30 -0.71 -1.19
S -2.79 0.18 1.65
O -4.27 1.44 0.00
O 2.72 2.04 1.06
N 1.21 0.02 -2.27
N 0.18 -5.55 -0.75
N 2.64 -0.09 0.13
N -0.33 3.21 -1.61
N 0.69 1.02 2.65
N 0.76 3.67 1.02
C -1.91 -4.49 -0.12
C -0.82 2.48 -0.45
C -0.19 -4.82 1.53
C 3.32 0.36 -1.06
C 1.06 3.57 -1.41
C 2.54 0.09 -2.34
C 1.28 4.42 -0.16
C 2.06 -0.93 2.90
C -0.98 -4.18 2.47
C 1.13 -0.26 -4.65
C 0.53 -0.14 -3.41
C -0.65 -4.98 0.22
C -3.50 0.33 0.12
C 1.72 0.27 2.27
C 2.46 0.79 1.06
C 0.19 -0.60 4.35
C -2.69 -3.84 0.83
C 1.28 -1.36 3.96
C -0.65 3.23 0.86
C -2.23 -3.67 2.13
C 2.51 -0.20 -4.71
C -4.97 1.68 -1.21
C 3.23 -0.03 -3.55
C -0.07 0.58 3.65
H -0.61 -4.05 3.48
H -0.90 2.58 1.70
H -0.46 -0.91 5.15
H 2.35 4.59 0.02
H -4.28 1.79 -2.05
H 0.79 -5.19 1.81
H 3.54 1.43 -1.03
H -0.55 -0.18 -3.31
H 0.84 4.24 1.86
H -5.53 2.59 -1.05
H 4.31 0.01 -3.55
H -2.83 -3.13 2.85
H -0.26 1.54 -0.41
H 0.76 5.37 -0.23
H -0.29 -5.93 -1.56
H 2.90 -1.49 2.54
H 0.90 -6.16 -0.41
H -2.27 -4.59 -1.13
H 1.61 2.63 -1.29
H 4.28 -0.15 -1.15
H 1.45 4.10 -2.27
H -1.87 2.22 -0.57
H -3.64 -3.42 0.53
H -1.28 4.12 0.89
H 1.48 2.87 1.16
H -0.94 1.18 3.90
H 0.52 -0.39 -5.54
H -0.91 4.03 -1.80
H 1.52 -2.28 4.48
H -5.64 0.85 -1.44
H 3.02 -0.30 -5.66
```

Values from the calculation:
- energy relative to the best compared isomer or geometry (same formula, charge and spin) (kJ/mol) = 17.1
- F_max (Eh/bohr) = 0.0076
- E_HOMO (eV) = -6.90

These are the Löwdin partial charges, in e, on atoms 1 to 4: atom 1 (Cs): 0.95, atom 2 (S): 0.48, atom 3 (S): 0.47, atom 4 (O): -0.28

# 3
ORCA calculation (ωB97M-V/def2-TZVPD) on a structure of composition C40H56Br2Cl3N7O2PSSbSe4Ti in a non-equilibrium geometry.

XYZ file:
```
118
Properties=species:S:1:pos:R:3
Sb -5.10 0.87 -1.82
Br 1.91 -3.13 -2.33
Br 6.85 -2.28 -0.46
Se -6.98 -0.61 -1.95
Se -2.83 -0.68 -2.57
Se -4.54 2.16 -4.05
Se -4.77 2.39 0.10
Ti -0.53 0.34 -1.90
Cl -0.52 6.16 -3.07
Cl 4.81 2.31 -7.82
Cl 1.71 5.50 -1.19
S -1.05 -4.92 0.23
P -0.93 0.52 1.84
O 1.23 -0.16 -1.31
O -0.83 0.57 0.32
N -3.75 -4.59 0.78
N 0.40 0.31 -3.84
N -0.46 2.62 -2.00
N 2.46 -0.12 -4.95
N 3.09 1.60 -0.18
N 2.26 1.59 -3.41
N -3.14 -3.93 -1.16
C -0.18 3.77 -1.91
C -0.30 -0.62 -4.74
C 1.69 -0.47 1.83
C 4.25 -2.26 -1.17
C -4.51 -3.67 -1.09
C 4.46 0.89 -3.94
C -4.02 -1.15 1.03
C -2.68 -4.53 -0.05
C 5.17 -1.37 -0.66
C 0.75 0.46 2.64
C -2.62 -0.91 3.66
C -0.31 4.15 1.52
C 3.96 2.50 0.20
C -1.49 3.23 1.22
C 5.37 2.21 0.29
C 0.68 -1.38 4.50
C 0.85 0.12 4.20
C 1.52 -2.29 3.61
C 1.81 -0.96 -5.95
C -4.88 -4.14 0.11
C 0.62 -1.65 -5.29
C 3.88 0.16 -5.11
C 0.13 5.10 -1.84
C 5.76 0.93 0.04
C 1.68 0.60 -4.10
C 4.81 -0.07 -0.37
C -3.75 -5.28 2.03
C 2.97 -1.79 -1.48
C -2.61 -1.66 1.27
C -1.80 2.14 2.24
C -4.77 -1.30 2.32
C 1.50 -1.94 2.09
C 2.51 -0.55 -1.19
C 3.58 2.08 -3.64
C -1.83 -0.95 2.35
C -1.67 2.69 3.65
C -4.08 -0.45 3.43
C -0.45 3.55 3.92
C -0.40 4.71 2.94
C 3.47 0.35 -0.54
H -0.39 3.88 4.96
H -4.59 -4.91 2.66
H 0.50 2.98 3.70
H -2.02 -1.75 0.37
H -2.86 -5.04 2.61
H -2.67 -1.94 4.13
H 6.82 0.70 0.09
H 1.08 1.48 2.49
H -4.94 -2.36 2.62
H 0.90 -1.61 5.53
H 1.51 -0.22 0.80
H 2.63 -1.65 -6.26
H -0.22 4.98 0.82
H 6.07 2.99 0.49
H 0.63 -2.29 1.57
H 4.08 0.69 -6.04
H 4.37 -0.81 -5.07
H 4.49 -3.29 -1.43
H 0.50 5.35 3.14
H -5.84 -4.16 0.60
H -4.56 -1.71 0.29
H 5.42 1.32 -4.20
H 3.93 2.60 -2.75
H 4.59 0.23 -3.11
H 2.33 -2.52 1.74
H -3.85 -6.35 1.91
H -2.60 -3.47 -1.89
H 1.52 -0.29 -6.73
H 0.02 0.68 4.71
H -2.72 -2.69 1.65
H -4.02 -0.08 0.77
H -5.78 -0.90 2.22
H -4.57 -0.44 4.39
H 1.84 0.43 4.56
H 1.58 2.16 -2.91
H -1.42 2.83 0.21
H 1.04 -2.28 -4.51
H -1.34 5.27 3.01
H -2.57 3.31 3.83
H 3.58 2.72 -4.52
H 2.73 -0.23 2.15
H 0.59 3.52 1.37
H -2.14 -0.27 4.44
H -4.08 0.58 3.10
H 2.55 -2.20 3.99
H 0.13 -2.29 -6.01
H -2.87 1.87 2.13
H -0.75 -0.02 -5.52
H -2.38 3.85 1.20
H -1.15 -1.07 -4.17
H -1.80 1.86 4.40
H -5.12 -3.11 -1.83
H 1.29 -3.35 3.77
H 3.54 3.51 0.32
H -0.98 -1.61 2.53
H -0.36 -1.67 4.35
```

Values from the calculation:
- energy relative to the best compared isomer or geometry (same formula, charge and spin) (kJ/mol) = 0.0
- spin multiplicity = 3
- F_max (Eh/bohr) = 0.0624
- expectation value of S² = 2.011
- E_HOMO (alpha / beta) (eV) = -3.03 / -3.05
- total charge = -2

These are the Löwdin partial charges, in e, on atoms 1 to 4: atom 1 (Sb): -0.12, atom 2 (Br): 0.85, atom 3 (Br): 0.71, atom 4 (Se): -0.21

# 4
ORCA calculation (ωB97M-V/def2-TZVPD) on a cluster of 2 separate species, C5H5N in total in a non-equilibrium geometry.

XYZ file:
```
11
Properties=species:S:1:pos:R:3
N 1.33 2.20 -1.57
C 1.22 1.09 -1.25
C -0.96 0.33 0.51
C -1.57 0.41 1.71
C 0.95 -0.16 -0.80
C 1.29 -1.42 -0.85
H -1.48 0.59 -0.40
H -1.07 0.17 2.63
H 0.79 -2.16 -0.25
H 2.10 -1.77 -1.49
H -2.60 0.71 1.76
```

Values from the calculation:
- energy relative to the best compared isomer or geometry (same formula, charge and spin) (kJ/mol) = 530.5
- F_max (Eh/bohr) = 0.0900
- E_HOMO (alpha / beta) (eV) = -9.42 / -9.43

These are the Löwdin partial charges, in e, on atoms 1 to 4: atom 1 (N): 0.17, atom 2 (C): -0.29, atom 3 (C): 0.03, atom 4 (C): -0.07

# 5
ORCA calculation (ωB97M-V/def2-TZVPD) on an isolated molecule of C16H33NO3.

XYZ file:
```
53
Properties=species:S:1:pos:R:3
O 3.18 0.45 1.94
O 2.06 -1.95 1.05
O 0.71 -0.78 -1.20
N 3.26 0.13 -0.27
C -2.37 1.08 -0.89
C -2.58 -0.33 1.25
C -1.59 3.16 0.47
C -0.07 3.30 0.43
C 4.07 -1.05 -0.02
C 2.83 0.38 -1.63
C -3.05 -2.70 0.43
C 2.91 0.87 0.82
C -2.41 -4.00 -0.04
C 2.19 2.18 0.64
C -2.23 2.61 -0.82
C -1.99 -1.64 0.73
C -3.31 0.50 0.18
C 1.77 -0.65 -2.10
C 3.23 -2.29 0.35
C 0.68 1.97 0.54
H -1.77 0.27 1.66
H 0.45 1.34 -0.32
H 3.69 0.32 -2.30
H 0.35 1.44 1.43
H 1.04 -1.18 -0.37
H -4.06 -0.13 -0.29
H 3.86 -2.97 0.96
H 2.30 -1.34 1.76
H 2.25 -1.62 -2.29
H 1.34 -0.30 -3.04
H -2.77 0.85 -1.88
H 2.90 -2.84 -0.53
H -3.23 3.04 -0.92
H 2.40 1.37 -1.70
H -1.88 2.55 1.32
H -1.83 -3.83 -0.95
H -1.31 -2.04 1.48
H 4.67 -1.26 -0.91
H 0.24 3.93 1.27
H -1.74 -4.39 0.72
H -3.27 -0.55 2.06
H -1.64 2.95 -1.67
H 0.23 3.81 -0.49
H -3.64 -2.89 1.33
H -3.17 -4.75 -0.25
H -3.84 1.31 0.67
H 2.41 2.77 1.53
H 4.73 -0.81 0.81
H 2.56 2.73 -0.23
H -1.41 -1.45 -0.18
H -1.40 0.61 -0.83
H -2.00 4.16 0.64
H -3.73 -2.34 -0.34
```

Values from the calculation:
- structure (SMILES) = CCCCCCCCCCCC(=O)N(CCO)CCO
- energy relative to the best compared isomer or geometry (same formula, charge and spin) (kJ/mol) = 1.7
- F_max (Eh/bohr) = 0.0101
- E_HOMO (eV) = -9.47

These are the Löwdin partial charges, in e, on atoms 1 to 4: atom 1 (O): 0.04, atom 2 (O): -0.08, atom 3 (O): -0.08, atom 4 (N): -0.06

# 6
ORCA calculation (ωB97M-V/def2-TZVPD) on a structure of composition C46H49ClKN11O6S in a non-equilibrium geometry.

XYZ file:
```
115
Properties=species:S:1:pos:R:3
K -1.85 -0.04 0.13
Cl 8.34 -0.50 -3.65
S -5.27 -0.18 -0.34
O -4.95 0.79 0.68
O 2.80 1.11 -1.05
O -5.93 -1.40 0.08
O 2.97 -1.93 2.32
O 4.01 2.36 -2.48
O 1.18 3.01 -0.42
N -2.52 -1.55 -2.53
N -2.99 -1.61 2.66
N 2.30 -2.74 -0.12
N -2.03 2.19 -1.25
N -1.18 0.04 3.07
N -2.23 2.20 1.55
N -9.32 2.67 -3.69
N -3.92 -0.43 -1.14
N -4.89 -1.70 -2.87
N 1.64 -3.69 -0.83
N 0.32 -1.89 -0.48
C -2.34 -2.31 -3.59
C -2.04 2.38 2.88
C -2.04 2.08 -2.57
C -1.41 1.35 3.65
C -3.24 4.37 1.37
C 5.34 -2.44 2.12
C 1.57 3.95 -2.59
C -4.65 -2.47 -3.92
C 3.49 -4.16 4.01
C -3.09 4.54 2.75
C -8.36 1.97 -2.94
C 0.06 0.66 5.47
C 7.56 -0.62 -2.09
C -7.73 0.79 -0.93
C -8.69 1.45 -1.69
C -3.90 3.55 -2.76
C 3.09 2.18 -1.66
C 7.58 -1.42 0.15
C -7.06 1.81 -3.41
C 8.19 -1.33 -1.08
C 5.74 -0.10 -0.64
C 4.63 -5.33 2.13
C -2.92 2.97 -0.65
C -2.18 -0.82 2.91
C -6.44 0.64 -1.41
C 3.67 -2.93 0.30
C -2.80 3.17 0.83
C 3.57 -4.28 2.48
C -3.38 -2.82 -4.35
C 0.65 -0.28 4.55
C 6.34 0.00 -1.89
C -3.81 -1.26 -2.19
C -2.94 2.77 -3.38
C -2.51 3.57 3.50
C 3.07 4.47 -0.65
C 1.51 -1.67 0.05
C 2.21 3.40 -1.32
C 5.68 -0.98 1.75
C 0.11 -0.54 3.35
C 0.46 -3.13 -1.01
C 6.34 -0.82 0.39
C 2.20 -4.77 1.99
C -3.91 3.64 -1.38
C -6.11 1.15 -2.65
C -0.87 1.53 4.93
C 3.89 -2.90 1.83
H -4.67 4.20 -0.86
H -1.29 1.43 -3.01
H 8.07 -1.97 0.95
H -3.44 5.46 3.22
H 3.96 4.68 -1.25
H 9.15 -1.79 -1.27
H -9.69 1.57 -1.30
H 0.95 3.18 -3.06
H 0.92 4.80 -2.34
H 6.39 -0.61 2.50
H 4.27 -2.16 -0.16
H -5.53 -2.83 -4.46
H -6.79 2.21 -4.38
H 3.13 -1.76 3.25
H -5.10 1.04 -3.02
H -1.31 -2.52 -3.85
H 5.59 -5.11 2.60
H 6.04 -3.10 1.62
H 5.85 0.58 -2.67
H 3.99 -3.88 -0.12
H -1.11 2.43 5.47
H 4.30 -6.31 2.48
H -7.99 0.37 0.03
H 4.79 -5.41 1.05
H -9.13 2.66 -4.68
H 1.91 -5.66 2.55
H -2.89 2.67 -4.46
H 4.80 -0.35 1.82
H 1.44 -4.01 2.13
H 4.78 0.38 -0.51
H 2.33 4.27 -3.30
H 2.50 5.39 -0.50
H -0.33 -3.63 -1.55
H 3.31 -5.15 4.44
H 4.40 -3.78 4.46
H 0.51 0.85 6.43
H -3.21 -3.45 -5.22
H 1.62 -0.72 4.79
H 2.21 -5.03 0.93
H -10.26 2.35 -3.52
H -3.66 5.14 0.74
H 1.84 -0.76 0.53
H -4.66 4.06 -3.34
H 3.39 4.11 0.33
H 0.55 -1.17 2.59
H 5.52 -2.57 3.19
H 2.65 -3.53 4.32
H -2.40 3.69 4.57
H 1.28 2.04 -0.43
```

Values from the calculation:
- energy relative to the best compared isomer or geometry (same formula, charge and spin) (kJ/mol) = 104.5
- F_max (Eh/bohr) = 0.0229
- E_HOMO (eV) = -1.13
- total charge = -2

These are the Löwdin partial charges, in e, on atoms 1 to 4: atom 1 (K): 0.71, atom 2 (Cl): 0.61, atom 3 (S): 0.55, atom 4 (O): -0.32